71
Properties=species:S:1:pos:R:3:forces:R:3 method="wB97M-V/def2-TZVPD" charge=+1 homo_energy_ev=-11.73 energy_ha=-4489.72303 fmax_ev_per_a=2.38 e_lumo_ev=-3.368 e_above_lowest_kj_mol=72.61 gap_ev=8.37 molar_mass_g_mol=754.95 multiplicity=1
Hf 0.9853 0.4258 0.7543 -1.9 1.5 0.0
C 5.2369 0.2583 1.7553 -0.1 -0.1 0.1
C 3.9031 0.8260 1.3886 0.4 0.0 0.0
O 2.9028 0.0790 1.4862 1.5 0.2 0.3
C 3.8089 2.1785 0.8780 -0.4 0.1 -0.2
C 4.7917 3.1304 1.2106 0.0 -0.1 0.0
C 4.7223 4.4207 0.7516 0.0 0.1 0.0
C 3.6838 4.7810 -0.1096 0.1 0.0 0.1
C 2.7333 3.8614 -0.4906 -0.3 -0.2 0.0
C 2.7481 2.5555 0.0107 0.8 0.7 -0.2
O 1.8246 1.6892 -0.4074 1.2 1.3 -1.1
H 5.1237 -0.7913 2.0130 0.0 0.0 0.0
H 5.6677 0.7886 2.6051 0.0 0.0 0.0
H 5.9218 0.3641 0.9140 0.0 0.0 0.0
H 5.6026 2.8423 1.8650 0.0 0.0 0.0
H 5.4648 5.1447 1.0548 0.0 0.0 0.0
H 3.6285 5.7909 -0.4945 0.0 0.0 0.0
H 1.9487 4.1285 -1.1870 0.0 0.0 0.0
F 0.6967 1.5776 2.2033 -0.4 0.9 1.3
C -2.7264 0.6752 2.2454 0.0 0.0 -0.1
C -2.8584 -0.1669 0.9694 0.3 0.0 0.0
C -2.5529 -1.6373 1.2942 0.0 0.1 -0.1
C -4.2973 -0.1087 0.4570 -0.1 0.1 0.0
P -1.5407 0.4216 -0.2669 -1.8 0.2 -0.7
C -1.8987 -0.5511 -1.7827 0.3 -0.1 0.1
C -3.1436 -0.5208 -2.4155 -0.1 0.1 0.0
C -3.3819 -1.2832 -3.5470 -0.1 0.0 0.0
C -2.3865 -2.0934 -4.0730 0.0 0.0 0.0
C -1.1372 -2.1095 -3.4763 0.0 0.0 0.0
C -0.8944 -1.3411 -2.3465 -0.2 0.1 0.0
C -1.8582 2.2166 -0.8022 0.2 0.0 0.1
C -3.3202 2.6132 -0.9867 0.0 0.1 0.0
C -1.1063 2.3854 -2.1312 -0.1 0.0 0.0
C -1.2485 3.1622 0.2458 -0.2 -0.1 0.0
H -3.3001 0.2027 3.0455 0.0 0.0 0.0
H -3.1297 1.6794 2.1071 0.1 0.0 0.0
H -1.6898 0.7500 2.5805 0.0 0.1 0.1
H -3.3921 -2.0564 1.8534 0.0 0.0 0.0
H -1.6684 -1.7288 1.9120 0.2 -0.1 0.1
H -2.4248 -2.2376 0.3892 0.0 0.0 0.0
H -4.9574 -0.3493 1.2934 0.0 0.0 0.0
H -4.4711 -0.8523 -0.3184 -0.1 0.0 0.1
H -4.5831 0.8734 0.0864 -0.1 -0.3 0.1
H -3.9385 0.1030 -2.0361 0.1 -0.1 -0.1
H -4.3545 -1.2418 -4.0199 0.0 0.0 0.0
H -2.5842 -2.6992 -4.9473 0.0 0.0 0.0
H -0.3424 -2.7179 -3.8884 0.0 0.0 0.0
H 0.0910 -1.3509 -1.9164 0.2 -0.1 0.1
H -3.8336 2.0016 -1.7265 0.0 0.1 0.0
H -3.3487 3.6449 -1.3454 0.0 0.0 0.0
H -3.8673 2.5818 -0.0448 0.0 0.1 -0.1
H -1.5902 1.8346 -2.9370 0.0 0.0 0.0
H -0.0718 2.0464 -2.0598 0.0 0.0 0.0
H -1.0933 3.4436 -2.4023 0.0 0.0 0.0
H -1.7053 3.0396 1.2273 0.1 0.0 0.0
H -1.4222 4.1925 -0.0727 0.0 0.0 0.0
H -0.1750 3.0317 0.3505 0.1 0.1 0.0
Br 3.2922 -6.3466 -1.2397 -0.1 0.1 0.1
C 2.2727 -5.4345 0.0717 0.1 -0.1 -0.2
C 1.7339 -6.1412 1.1378 0.0 0.0 0.1
C 0.9742 -5.4778 2.0924 0.0 0.0 0.0
C 0.7753 -4.1127 1.9957 0.0 0.2 0.0
C 1.3287 -3.4150 0.9240 0.0 -0.1 0.0
C 2.0724 -4.0742 -0.0529 -0.1 0.1 0.0
C 1.1378 -1.9675 0.8211 -0.1 -1.3 -0.1
O 1.5091 -1.3124 -0.2109 0.4 -1.5 -0.8
O 0.5880 -1.2997 1.7595 -0.3 -1.7 1.1
H 1.9117 -7.2041 1.2278 0.0 0.0 -0.1
H 0.5388 -6.0316 2.9125 0.0 0.0 0.0
H 0.1985 -3.5709 2.7329 0.0 -0.1 0.0
H 2.4746 -3.5168 -0.8874 0.1 0.0 0.0


71
Properties=species:S:1:pos:R:3:forces:R:3 method="wB97M-V/def2-TZVPD" charge=0 homo_energy_ev=-8.49 energy_ha=-1686.43495 fmax_ev_per_a=0.87 e_lumo_ev=-0.401 e_above_lowest_kj_mol=16.02 smiles="CCCOc1cccc([C@H]2/C(=C(/O)c3ccc4c(c3)C[C@H](C)O4)C(=O)C(=O)N2CCN2CCOCC2)c1" gap_ev=8.08 molar_mass_g_mol=506.60 multiplicity=1
C -5.5064 -2.3667 0.1697 0.1 -0.1 -0.2
C -4.5966 -2.4263 -1.0514 0.3 0.1 0.4
C -3.1916 -1.9275 -0.7271 -0.2 0.1 -0.4
O -2.6555 -2.7565 0.2845 0.0 -0.2 0.1
C -1.5035 -2.3832 0.8944 0.2 0.0 0.3
C -1.1586 -3.0958 2.0446 -0.2 0.0 -0.2
C -0.0193 -2.7667 2.7467 0.0 0.1 0.0
C 0.7920 -1.7264 2.3226 0.1 0.1 -0.1
C 0.4731 -1.0346 1.1647 0.1 -0.3 0.0
C 1.3334 0.1291 0.7038 -0.5 0.0 -0.1
C 0.9607 1.3527 1.5007 0.1 0.3 0.1
C -0.2018 2.0760 1.5259 0.5 -0.1 0.0
O -0.3805 3.0152 2.4455 0.0 0.1 0.0
C -1.3219 1.9301 0.5880 -0.2 0.1 0.0
C -1.1088 1.7789 -0.7816 0.0 0.1 0.3
C -2.1625 1.7205 -1.6775 -0.3 0.0 -0.2
C -3.4490 1.8246 -1.1753 0.3 0.1 0.6
C -3.6782 1.9832 0.1953 -0.1 0.0 -0.4
C -2.6292 2.0427 1.0781 0.1 0.0 -0.2
C -5.1609 2.0680 0.4048 0.0 0.0 0.0
C -5.6946 2.0980 -1.0456 -0.7 0.1 0.3
C -6.8103 1.1010 -1.3163 0.4 0.3 -0.1
O -4.5777 1.8136 -1.9089 0.2 -0.2 -0.3
C 2.0306 1.6416 2.4180 -0.7 0.5 -0.1
O 2.0241 2.4961 3.3004 0.2 -0.2 0.0
C 3.1736 0.7097 2.0639 0.6 -0.2 0.0
O 4.2797 0.6585 2.5574 -0.1 0.1 0.2
N 2.7288 -0.0577 1.0402 -0.2 0.1 0.0
C 3.4997 -1.1106 0.4299 0.2 -0.1 -0.2
C 3.9601 -0.7764 -1.0012 0.1 -0.1 0.1
N 5.3702 -0.4497 -1.0555 0.0 0.0 -0.1
C 5.6821 0.8301 -0.4372 0.3 0.0 0.0
C 7.1925 1.0520 -0.4721 -0.3 0.1 0.2
O 7.6960 1.0149 -1.7889 0.0 0.2 -0.1
C 7.3876 -0.2176 -2.3900 -0.2 -0.2 -0.2
C 5.8789 -0.4633 -2.4164 0.3 0.0 0.0
C -0.6698 -1.3640 0.4485 -0.1 -0.1 -0.2
H -5.1186 -3.0150 0.9503 0.0 0.0 0.1
H -5.5552 -1.3536 0.5642 0.0 0.1 0.1
H -6.5119 -2.6914 -0.0866 -0.1 0.0 0.1
H -4.5306 -3.4564 -1.4038 0.0 0.0 -0.1
H -4.9961 -1.8115 -1.8601 0.0 0.0 -0.1
H -3.2311 -0.8869 -0.3752 0.0 -0.1 0.0
H -2.5633 -1.9666 -1.6280 0.0 0.1 0.1
H -1.8058 -3.8955 2.3675 -0.1 -0.1 0.0
H 0.2372 -3.3154 3.6399 0.0 -0.1 0.1
H 1.6707 -1.4604 2.8904 0.1 0.0 0.1
H 1.2267 0.2545 -0.3787 0.0 0.0 0.1
H 0.4371 3.0639 3.0160 -0.1 -0.2 -0.1
H -0.0999 1.7587 -1.1619 0.1 0.0 0.0
H -1.9949 1.6209 -2.7374 0.0 0.0 -0.1
H -2.7933 2.1762 2.1355 0.0 0.0 0.1
H -5.4496 2.9573 0.9637 0.0 0.0 0.0
H -5.5316 1.1931 0.9451 -0.1 0.0 0.0
H -6.0387 3.1082 -1.3070 0.1 -0.1 0.1
H -7.0995 1.1466 -2.3628 -0.1 0.0 -0.1
H -6.4770 0.0914 -1.0921 0.0 -0.1 0.1
H -7.6731 1.3388 -0.7000 -0.1 0.0 0.1
H 4.3798 -1.2792 1.0543 -0.1 -0.1 0.0
H 2.8896 -2.0189 0.4210 0.1 0.1 0.1
H 3.8079 -1.6534 -1.6351 0.0 0.1 0.0
H 3.3367 0.0428 -1.4063 0.0 -0.1 0.0
H 5.3583 0.8233 0.6025 0.0 0.1 0.0
H 5.1785 1.6595 -0.9674 0.0 0.0 0.0
H 7.4436 2.0356 -0.0735 0.0 -0.1 0.0
H 7.6811 0.2755 0.1341 0.0 0.1 0.0
H 7.7884 -0.1765 -3.4046 0.0 -0.1 0.1
H 7.8715 -1.0362 -1.8361 0.0 0.0 -0.1
H 5.6790 -1.4408 -2.8618 0.0 0.0 0.0
H 5.3984 0.3150 -3.0374 0.0 -0.1 0.0
H -0.9011 -0.8169 -0.4514 -0.1 0.0 -0.1